Here is C33H53N2O2P2PbS as an isolated structure from the OMol25 dataset. Energies are from the ωB97M-V functional and the def2-TZVPD basis.

Properties
Energy in hartree: -2822.6477
Orbital gap in hartree: 0.19970
ΔE to the lowest compared entry with this formula, charge and spin in kJ/mol: 0.0
LUMO in hartree: -0.0923
Total charge: +1
Maximum force in hartree/bohr: 0.12942
Highest occupied orbital energy in eV: -7.945

Structure (XYZ):
```
94
Properties=species:S:1:pos:R:3:mulliken_charge:R:1
C -1.8985 -1.5795 -0.7817 -0.355
C 0.3055 -1.4706 -1.6180 -1.057
C -2.2300 -2.6026 -1.6816 -0.876
C -0.0652 -2.3608 -2.6745 -0.978
C -1.2942 -2.9860 -2.6478 -1.015
H -3.1985 -3.0995 -1.5844 0.492
H 0.6544 -2.5806 -3.4708 0.490
H -1.5423 -3.7426 -3.3935 0.408
N -0.6602 -1.0600 -0.7082 1.450
P -2.7099 0.5986 0.8028 0.464
P 2.4786 -0.5949 -0.0215 0.282
C -3.0168 -1.0947 0.1772 -1.066
H -3.9988 -1.1615 -0.3292 0.559
H -3.0760 -1.8108 1.0157 0.597
C 0.6218 2.9105 3.0087 0.280
O 1.0288 3.7867 3.6796 -0.273
C 1.7402 -1.2341 -1.5296 -0.017
H 2.2485 -1.0256 -2.4838 0.379
C 3.9399 0.6592 -0.4199 2.127
C 3.0774 -2.3972 0.2303 1.869
C -3.5047 1.6733 -0.5755 1.942
C -3.6326 0.6238 2.4570 2.151
C 3.5864 2.0572 0.1241 -1.548
H 3.3529 2.0302 1.1985 0.235
H 4.4653 2.7095 -0.0201 0.533
H 2.7429 2.5150 -0.4021 0.187
C 5.2062 0.1945 0.3111 -1.977
H 5.0342 0.1279 1.3935 0.312
H 5.5766 -0.7681 -0.0585 0.242
H 6.0001 0.9406 0.1494 0.582
C 4.1808 0.7678 -1.9217 -1.640
H 5.0059 1.4840 -2.0748 0.518
H 4.4925 -0.1803 -2.3750 0.256
H 3.2856 1.1472 -2.4358 0.204
C 3.7603 -2.4626 1.5875 -1.600
H 3.1201 -2.0251 2.3660 0.194
H 3.9062 -3.5215 1.8222 0.496
H 4.7277 -1.9561 1.5989 0.342
C 1.8252 -3.2862 0.2698 -1.512
H 1.0611 -2.8827 0.9462 -0.254
H 1.3841 -3.4181 -0.7207 0.351
H 2.1248 -4.2775 0.6179 0.731
C 3.9882 -2.7589 -0.9584 -1.602
H 3.8730 -2.1279 -1.8521 0.147
H 5.0466 -2.7436 -0.6726 0.383
H 3.7299 -3.7762 -1.2781 0.400
C -3.4544 2.0199 3.0883 -1.779
H -3.8437 1.9971 4.1190 0.511
H -2.3957 2.3199 3.1425 0.175
H -4.0059 2.7988 2.5430 0.319
C -2.9927 -0.4274 3.3861 -2.059
H -3.2346 -1.4512 3.0757 0.366
H -1.9000 -0.3447 3.4460 0.202
H -3.3815 -0.2865 4.4066 0.676
C -5.1262 0.2968 2.3065 -1.777
H -5.5390 0.1044 3.3100 0.525
H -5.7005 1.1288 1.8817 0.332
H -5.2974 -0.6044 1.7028 0.265
C -2.8162 1.3374 -1.9058 -1.936
H -3.2059 2.0178 -2.6771 0.725
H -1.7359 1.4842 -1.8471 0.067
H -3.0103 0.3091 -2.2312 0.246
C -3.2365 3.1470 -0.2323 -1.633
H -2.1619 3.3527 -0.1288 0.201
H -3.6213 3.7671 -1.0539 0.501
H -3.7441 3.4693 0.6854 0.297
C -5.0092 1.4237 -0.7326 -1.616
H -5.2530 0.3650 -0.8773 0.257
H -5.5969 1.8194 0.1017 0.339
H -5.3374 1.9580 -1.6354 0.504
Pb 0.0714 0.4714 1.4636 1.700
N 0.3890 2.0082 -0.8241 -0.381
C 0.6311 2.0959 -1.9888 0.044
C 0.9391 1.9640 -3.3766 0.841
C 0.8488 3.2887 -3.8128 -1.012
C 1.1521 0.9081 -4.3336 0.457
C 0.9534 3.6442 -5.1255 -0.729
H 0.6472 4.0140 -3.0195 0.395
C 1.2726 1.2983 -5.6866 -0.902
H 1.1651 -0.1632 -4.0836 0.376
C 1.1846 2.6471 -6.0813 -0.402
H 0.8532 4.7079 -5.3212 0.387
H 1.4334 0.5618 -6.4880 0.408
H 1.2897 2.9624 -7.1255 0.398
C 0.5664 -0.7440 5.2343 -0.931
S 0.9253 -1.9607 3.9629 0.488
C -0.1470 -3.3050 4.5393 -1.100
O 0.1590 -1.4219 2.7241 -0.623
H 1.3407 -0.8508 6.0054 0.483
H -0.4251 -0.9332 5.6686 0.332
H 0.6160 0.2608 4.7941 0.152
H -1.1378 -2.9126 4.7641 0.309
H -0.1900 -4.0483 3.7442 0.344
H 0.3175 -3.7357 5.4258 0.425
```


Here is C29H30FGeN2O3Pt as an isolated structure from the OMol25 dataset. Energies are from the ωB97M-V functional and the def2-TZVPD basis.

Properties
Energy in hartree: -3754.2449
Orbital gap in hartree: 0.26821
ΔE to the lowest compared entry with this formula, charge and spin in kJ/mol: 5.2
LUMO in hartree: -0.1308
Total charge: +1
Maximum force in hartree/bohr: 0.01919
Highest occupied orbital energy in eV: -10.858

Structure (XYZ):
```
67
Properties=species:S:1:pos:R:3:nbo_charge:R:1
Pt -0.2406 0.8719 -0.8975 0.992
C -1.6530 4.3098 1.1235 -0.705
C -1.6971 2.8837 0.6556 0.621
O -0.8567 2.6584 -0.2781 -0.619
C -2.6185 1.9450 1.1911 -0.362
C -3.4668 2.3885 2.2567 -0.110
C -4.4483 1.6116 2.7804 -0.267
C -4.6523 0.3197 2.2457 -0.112
C -3.8814 -0.1479 1.2266 -0.308
C -2.8257 0.6238 0.6676 0.551
O -2.1306 0.0713 -0.2702 -0.810
H -0.7999 4.8013 0.6666 0.250
H -1.5620 4.3604 2.2078 0.245
H -2.5647 4.8385 0.8412 0.256
H -3.3222 3.3819 2.6541 0.218
H -5.0729 1.9730 3.5843 0.231
H -5.4342 -0.3082 2.6545 0.227
H -4.0314 -1.1389 0.8184 0.219
C -2.0250 -3.6687 -1.5562 -0.431
N -1.4673 -2.3307 -1.4947 -0.603
C -0.2738 -2.0059 -1.9704 0.806
N 0.4804 -2.9234 -2.5997 -0.801
O 0.2184 -0.8382 -1.8808 -0.699
H -2.9496 -3.6815 -0.9862 0.234
H -1.3439 -4.3994 -1.1156 0.208
H -2.2580 -3.9619 -2.5819 0.209
H -1.9825 -1.5678 -1.0504 0.461
H 0.0966 -3.7951 -2.9184 0.411
H 1.3233 -2.5798 -3.0318 0.429
F 2.1379 -0.3198 -6.7410 -0.317
C 1.9951 0.2176 -5.5174 0.405
C 2.7896 -0.2565 -4.4869 -0.298
C 2.6296 0.2919 -3.2263 -0.174
C 1.6985 1.3058 -2.9924 -0.078
C 1.4628 1.8025 -1.6104 -0.560
C 0.9398 1.7740 -4.0639 -0.182
C 1.0759 1.2303 -5.3332 -0.279
H 3.5269 -1.0225 -4.6891 0.234
H 3.2394 -0.0679 -2.4045 0.217
H 1.1760 2.8546 -1.5856 0.219
H 2.3204 1.6151 -0.9725 0.216
H 0.2317 2.5802 -3.9077 0.216
H 0.4947 1.5866 -6.1723 0.239
Ge 0.7689 0.6798 1.3460 1.256
C -0.2629 -0.6340 2.3156 -0.494
C -0.7476 -0.2774 3.5726 -0.204
C -1.4546 -1.1932 4.3411 -0.190
C -1.6837 -2.4721 3.8577 -0.193
C -1.1985 -2.8388 2.6085 -0.218
C -0.4922 -1.9240 1.8435 -0.150
C 2.6419 0.2564 1.2130 -0.397
C 3.0421 -1.0677 1.0332 -0.232
C 4.3885 -1.3843 0.9306 -0.196
C 5.3441 -0.3804 1.0124 -0.185
C 4.9558 0.9391 1.2001 -0.202
C 3.6091 1.2571 1.2966 -0.230
H 0.5244 2.0835 1.9137 -0.152
H -0.5889 0.7231 3.9604 0.219
H -1.8267 -0.9049 5.3153 0.225
H -2.2342 -3.1861 4.4561 0.226
H -1.3638 -3.8431 2.2384 0.216
H -0.1119 -2.2248 0.8765 0.194
H 2.3053 -1.8619 0.9860 0.212
H 4.6938 -2.4137 0.7960 0.223
H 6.3948 -0.6273 0.9367 0.227
H 5.7013 1.7198 1.2723 0.228
H 3.3164 2.2916 1.4387 0.220
```


Here is a 3-piece molecular cluster, C35H31ClO6P overall from the OMol25 dataset. Energies are from the ωB97M-V functional and the def2-TZVPD basis.

Properties
Energy in hartree: -2605.3648
Orbital gap in hartree: 0.11089
LUMO in hartree: 0.0207
Total charge: -1
Maximum force in hartree/bohr: 0.01970
Highest occupied orbital energy in eV: -2.455

Structure (XYZ):
```
74
Properties=species:S:1:pos:R:3:mulliken_charge:R:1
C 6.0061 -4.2926 1.9217 -1.408
C 5.7434 -4.2918 0.4305 0.456
Cl 6.6167 -5.7354 -0.2857 -0.301
C 4.2719 -4.3310 0.0217 -1.390
C 3.4309 -3.2652 0.7314 0.548
C 3.2773 -1.9903 -0.1174 -0.238
C 3.6913 -0.7899 0.7162 -0.494
O 3.5253 0.4426 -0.0017 -0.501
P 1.8324 -3.8604 1.1629 -0.298
C 1.0355 -4.5056 -0.4383 -0.967
O 2.1327 -5.2961 1.9718 -0.487
H 5.8940 -5.2954 2.3279 0.370
H 7.0104 -3.9246 2.1279 0.386
H 5.2828 -3.6409 2.4040 0.347
H 6.2065 -3.4223 -0.0287 0.327
H 4.2536 -4.1510 -1.0642 0.283
H 3.8965 -5.3467 0.1619 0.514
H 2.2385 -1.8185 -0.4365 -0.332
H 3.9335 -2.0422 -0.9890 0.276
H 3.0829 -0.7984 1.6230 0.268
H 4.7320 -0.9436 1.0093 0.313
H 3.9800 1.1448 0.4583 0.267
H 0.0198 -4.1182 -0.4804 0.123
H 1.0074 -5.5957 -0.4875 0.384
H 1.5988 -4.1163 -1.2856 0.291
H 2.3347 -5.9918 1.3414 0.270
C -8.8024 -2.2840 -0.3883 -0.470
C -8.6615 -2.3383 -1.7710 -0.460
C -7.4099 -2.2120 -2.3469 -0.564
C -6.2928 -2.0226 -1.5434 0.203
C -6.4363 -1.9518 -0.1579 0.142
C -7.6935 -2.0907 0.4160 -0.536
C -5.2571 -1.7119 0.7283 0.534
O -5.3918 -1.6561 1.9321 -0.663
C -3.9272 -1.5364 0.0828 0.341
C -2.8211 -1.2660 0.8786 -0.892
C -1.5746 -1.1065 0.2994 -0.195
C -1.4243 -1.2305 -1.0781 -0.690
C -2.5218 -1.4988 -1.8776 -0.611
C -3.7786 -1.6449 -1.3040 0.105
C -4.9489 -1.9044 -2.1854 0.401
O -4.8279 -2.0128 -3.3878 -0.671
H -9.7812 -2.3903 0.0608 0.389
H -9.5312 -2.4812 -2.3989 0.389
H -7.2854 -2.2581 -3.4197 0.471
H -7.7891 -2.0431 1.4917 0.473
H -2.9458 -1.1807 1.9487 0.491
H -0.7112 -0.8953 0.9174 0.723
H -0.4448 -1.1156 -1.5251 0.531
H -2.4150 -1.5944 -2.9490 0.505
C 3.9629 7.5110 1.3427 -0.493
C 3.0636 8.5040 0.9686 -0.450
C 1.8090 8.1631 0.4951 -0.575
C 1.4493 6.8260 0.3844 0.166
C 2.3585 5.8301 0.7441 0.141
C 3.6115 6.1774 1.2309 -0.513
C 2.0080 4.3857 0.6036 0.429
O 2.7810 3.5140 0.9303 -0.604
C 0.6722 4.0446 0.0432 0.247
C 0.3578 2.7060 -0.1565 -1.116
C -0.8839 2.3647 -0.6655 0.112
C -1.8145 3.3534 -0.9675 -0.702
C -1.5008 4.6881 -0.7771 -0.676
C -0.2532 5.0408 -0.2798 0.217
C 0.0828 6.4813 -0.1126 0.615
O -0.7192 7.3538 -0.3751 -0.680
H 4.9408 7.7800 1.7195 0.398
H 3.3438 9.5461 1.0489 0.391
H 1.0990 8.9255 0.2068 0.463
H 4.3016 5.3951 1.5149 0.485
H 1.0914 1.9443 0.0819 0.894
H -1.1240 1.3236 -0.8243 0.403
H -2.7855 3.0791 -1.3586 0.430
H -2.2137 5.4650 -1.0156 0.468
```